Record 1
Computed, not measured: a single C4H7NO2 molecule, with ωB97M-V/def2-TZVPD.

Geometry as ORCA input:
```
! wB97M-V def2-TZVPD RIJCOSX def2/J DEFGRID3
* xyz 0 1
O 1.123 -2.721 -0.005
C 0.509 -2.068 -0.799
C -0.523 -1.025 -0.433
C -0.222 -0.069 0.753
N -0.472 1.331 0.399
C 0.543 2.196 0.084
O 0.490 3.388 0.261
H 0.612 -2.167 -1.897
H -0.654 -0.392 -1.313
H -1.508 -1.467 -0.295
H -0.930 -0.310 1.539
H 0.791 -0.193 1.121
H -1.160 1.798 0.975
H 1.403 1.699 -0.390
*
```

The LUMO energy is 0.66 eV. As for the frontier orbital gap: 10.6 eV. As for the SMILES: O=CCCNC=O. For the HOMO energy, the calculation gives -10.0 eV. As for the energy above the lowest of the compared OMol25 structures with the same formula, charge and spin: 29.6 kcal/mol.

Record 2
Computed, not measured: a molecular structure, C44H31N10PS2SeTi at a distorted geometry, with ωB97M-V/def2-TZVPD.

Geometry as ORCA input:
```
! wB97M-V def2-TZVPD RIJCOSX def2/J DEFGRID3
* xyz 0 1
Ti -0.493 0.068 1.161
C 5.105 1.701 0.086
C 4.860 2.617 -0.819
C 2.399 3.036 -1.005
C 1.984 2.045 0.113
C 2.842 1.654 1.240
C 4.187 1.477 1.287
N 0.870 1.410 -0.018
C 0.061 1.688 -1.139
C 0.660 2.103 -2.316
C -0.152 2.273 -3.467
C -1.523 2.103 -3.381
C -2.089 1.698 -2.159
C -1.296 1.477 -1.077
N -1.766 1.065 0.253
N -2.644 2.006 0.777
C -2.200 2.328 1.951
C -2.840 3.316 2.741
C -2.200 3.817 3.826
C -0.993 3.263 4.310
C -0.533 2.184 3.618
N -1.036 1.671 2.450
H 5.949 0.990 -0.099
H 5.495 2.603 -1.729
H 1.690 3.910 -0.968
H 2.345 1.293 2.130
H 4.541 1.035 2.188
H 2.565 1.250 -2.184
H 0.245 2.588 -4.428
H -2.235 2.215 -4.242
H -3.169 1.558 -2.047
H -3.833 3.694 2.448
H -2.678 4.657 4.359
H -0.519 3.560 5.263
H 0.324 1.589 3.969
S 1.706 -1.549 0.098
C 2.036 -1.743 1.805
S 0.945 -1.080 2.960
C 3.266 -2.285 2.079
C 4.074 -2.825 1.004
N 4.695 -3.235 0.115
C 3.826 -2.267 3.400
N 4.352 -2.349 4.389
N -0.016 -1.411 -0.124
P -0.271 -2.089 -1.720
C 2.128 2.239 -2.298
C 2.684 2.725 -3.594
C 3.324 3.855 -3.925
C 3.746 4.927 -3.046
C 3.993 4.785 -1.742
C 3.761 3.654 -0.802
C -1.956 -1.604 -2.173
C -3.059 -1.536 -1.326
C -4.277 -1.210 -1.907
C -4.405 -1.012 -3.255
C -3.287 -1.098 -4.085
C -2.053 -1.381 -3.542
C -0.544 -3.895 -1.365
C 0.635 -4.610 -1.133
C 0.662 -5.987 -0.999
C -0.517 -6.733 -1.183
C -1.655 -6.036 -1.447
C -1.704 -4.651 -1.541
H 2.636 1.982 -4.401
H 3.655 3.992 -4.934
H 4.000 5.918 -3.442
H 4.440 5.684 -1.308
H 3.799 4.007 0.206
H -2.950 -1.715 -0.267
H -5.156 -1.200 -1.201
H -5.368 -0.712 -3.642
H -3.383 -0.868 -5.146
H -1.207 -1.507 -4.194
H 1.567 -4.070 -0.996
H 1.628 -6.469 -0.669
H -0.514 -7.828 -1.162
H -2.599 -6.523 -1.701
H -2.645 -4.224 -1.770
Se -2.817 -4.755 2.212
N -3.056 -4.315 3.879
C -2.867 -3.023 3.951
C -3.115 -2.261 5.135
C -3.056 -0.917 5.024
C -2.552 -0.301 3.818
N -2.318 -0.900 2.698
C -2.508 -2.331 2.725
N -2.521 -3.027 1.665
H -3.377 -2.703 6.115
H -3.356 -0.245 5.803
H -2.374 0.772 3.869
*
```

The LUMO energy (alpha / beta) is -1.38 / -1.38 eV. As for the frontier orbital gap (alpha / beta): 6.0 / 6.0 eV. For the HOMO energy (alpha / beta), the calculation gives -7.4 / -7.4 eV. As for the energy above the lowest of the compared OMol25 structures with the same formula, charge and spin: 94.0 kcal/mol.

Record 3
Computed, not measured: a molecular structure, C26H30N6O2Ru at a distorted geometry, with ωB97M-V/def2-TZVPD.

Geometry as ORCA input:
```
! wB97M-V def2-TZVPD RIJCOSX def2/J DEFGRID3
* xyz 1 6
Ru -1.210 -0.108 -0.894
C 2.918 0.098 -2.003
C 1.429 -0.012 -1.968
N 0.760 -0.033 -0.788
N 1.326 0.094 0.411
C 0.428 0.120 1.363
O -0.860 0.045 1.054
C 0.821 0.226 2.766
C -0.175 0.273 3.745
C 0.167 0.314 5.085
C 1.503 0.317 5.461
C 2.496 0.284 4.491
C 2.162 0.241 3.149
C 0.601 -0.077 -3.092
C 1.055 0.003 -4.435
C 0.163 0.010 -5.464
C -1.225 -0.102 -5.193
C -1.629 -0.208 -3.894
N -0.774 -0.184 -2.851
H 3.291 0.129 -0.983
H 3.228 1.006 -2.523
H 3.368 -0.749 -2.522
H -1.212 0.267 3.439
H -0.611 0.334 5.837
H 1.768 0.342 6.509
H 3.535 0.275 4.789
H 2.928 0.209 2.386
H 2.118 0.070 -4.619
H 0.500 0.089 -6.488
H -1.951 -0.114 -5.991
H -2.679 -0.321 -3.647
N -3.866 -1.279 -0.167
N -3.412 0.003 -0.627
H -4.876 -1.303 -0.071
H -3.455 -1.444 0.744
H -3.644 0.758 0.018
H -3.888 0.194 -1.501
C -0.919 4.684 -1.588
C -0.728 4.642 -0.069
C -0.249 3.213 0.151
O -0.862 2.427 -0.889
C -1.456 3.288 -1.872
H 0.037 4.834 -2.090
H -1.614 5.456 -1.911
H -1.678 4.813 0.440
H -0.003 5.369 0.289
H -0.539 2.801 1.118
H 0.838 3.139 0.050
H -2.547 3.260 -1.759
H -1.194 2.914 -2.864
C -0.656 -2.907 -0.932
C 0.031 -3.141 0.245
C -0.640 -3.245 1.504
C 0.049 -3.476 2.660
C 1.449 -3.623 2.633
C 2.137 -3.535 1.410
C 1.452 -3.306 0.250
C 2.151 -3.857 3.847
N 2.705 -4.044 4.838
H -1.742 -2.925 -0.957
H -0.123 -2.954 -1.873
H -1.719 -3.147 1.526
H -0.467 -3.549 3.607
H 3.213 -3.648 1.403
H 1.979 -3.254 -0.694
*
```

The LUMO energy (alpha / beta) is -2.65 / -4.69 eV. As for the frontier orbital gap (alpha / beta): 6.3 / 6.2 eV. For the HOMO energy (alpha / beta), the calculation gives -8.9 / -10.9 eV. The expectation value of S² is 8.822.

Record 4
Computed, not measured: 3 unconnected molecules or ions with the total composition C4H15NO3 at a distorted geometry, with ωB97M-V/def2-TZVPD.

Geometry as ORCA input:
```
! wB97M-V def2-TZVPD RIJCOSX def2/J DEFGRID3
* xyz 0 1
C 1.935 0.917 0.714
N 0.811 0.243 0.025
C 0.181 1.320 -0.689
C -0.057 -0.491 0.984
C -1.119 -1.590 0.552
O -1.674 -1.320 -0.797
H 2.693 1.309 -0.035
H 1.610 1.808 1.324
H 2.364 0.193 1.408
H -0.655 0.894 -1.248
H 0.922 1.776 -1.373
H -0.294 2.110 -0.114
H -0.599 0.162 1.627
H 0.756 -0.966 1.724
H -2.024 -1.523 1.149
H -0.677 -2.545 0.540
H -1.080 -1.782 -1.460
O -3.053 1.377 0.417
H -2.720 0.809 -0.274
H -2.351 2.021 0.737
O 1.546 -1.927 -1.681
H 1.439 -1.144 -1.057
H 2.046 -1.652 -2.475
*
```

The LUMO energy is 0.67 eV. As for the frontier orbital gap: 10.2 eV. As for the SMILES: CN(C)CCO.O.O. For the HOMO energy, the calculation gives -9.5 eV. As for the energy above the lowest of the compared OMol25 structures with the same formula, charge and spin: 38.9 kcal/mol.

Record 5
Computed, not measured: 4 unconnected molecules or ions with the total composition C9H21NO3S2 at a distorted geometry, with ωB97M-V/def2-TZVPD.

Geometry as ORCA input:
```
! wB97M-V def2-TZVPD RIJCOSX def2/J DEFGRID3
* xyz 0 1
C 1.391 -0.224 0.696
C 1.190 0.784 -0.343
N 0.972 1.529 -1.189
H 1.142 -1.171 0.222
H 0.831 0.029 1.594
H 2.416 -0.249 1.066
C 1.775 3.828 1.181
S 2.657 3.365 2.694
O 2.573 1.872 2.772
C 4.318 3.705 2.049
H 2.215 3.361 0.303
H 1.747 4.915 1.110
H 0.757 3.453 1.283
H 4.558 2.994 1.263
H 5.017 3.630 2.881
H 4.371 4.729 1.674
C -4.004 -1.328 -0.407
S -3.832 0.150 0.654
O -4.201 -0.284 2.043
C -2.007 0.208 0.633
H -3.602 -2.201 0.105
H -3.505 -1.178 -1.364
H -5.075 -1.451 -0.558
H -1.653 0.512 -0.351
H -1.567 -0.752 0.901
H -1.709 0.916 1.405
C -0.797 -4.394 -2.062
C -0.553 -2.983 -1.627
O -0.459 -2.635 -0.479
C -0.552 -1.940 -2.711
H -1.179 -5.020 -1.252
H 0.110 -4.880 -2.421
H -1.561 -4.406 -2.839
H -1.578 -1.750 -3.044
H 0.024 -2.142 -3.612
H -0.231 -0.994 -2.268
*
```

The LUMO energy is 0.61 eV. As for the frontier orbital gap: 9.4 eV. For the HOMO energy, the calculation gives -8.8 eV.

Record 6
Computed, not measured: a molecular structure, C48H39AsN8OSeTl, with ωB97M-V/def2-TZVPD.

Geometry as ORCA input:
```
! wB97M-V def2-TZVPD RIJCOSX def2/J DEFGRID3
* xyz 1 1
Tl 1.600 -0.002 -0.966
C 2.398 -3.819 0.351
N 1.356 -2.795 0.462
C 1.318 -2.186 1.790
C 2.578 -1.455 2.189
C 2.928 -1.361 3.532
C 4.078 -0.671 3.878
C 4.847 -0.106 2.874
C 4.415 -0.245 1.565
N 3.307 -0.898 1.228
C 0.066 -3.394 0.158
C -1.072 -2.407 0.056
C -2.343 -2.791 0.473
C -3.389 -1.888 0.389
C -3.135 -0.619 -0.104
C -1.842 -0.322 -0.501
N -0.834 -1.188 -0.427
C 2.731 -4.161 -1.083
C 2.605 -5.458 -1.565
C 2.955 -5.726 -2.881
C 3.422 -4.692 -3.673
C 3.509 -3.427 -3.110
N 3.168 -3.163 -1.852
H 2.102 -4.738 0.878
H 3.303 -3.436 0.819
H 1.085 -2.939 2.562
H 0.500 -1.459 1.781
H 2.320 -1.833 4.294
H 4.377 -0.590 4.915
H 5.759 0.430 3.098
H 4.981 0.182 0.743
H -0.210 -4.147 0.914
H 0.163 -3.919 -0.797
H -2.504 -3.789 0.861
H -4.383 -2.174 0.710
H -3.917 0.126 -0.170
H -1.582 0.653 -0.895
H 2.240 -6.250 -0.922
H 2.862 -6.728 -3.281
H 3.716 -4.861 -4.700
H 3.860 -2.581 -3.693
Se -3.713 0.374 -7.762
N -2.967 1.615 -6.751
C -2.197 1.001 -5.891
C -1.446 1.677 -4.846
C -1.459 3.065 -4.698
C -0.810 3.630 -3.624
C -0.186 2.782 -2.712
N -0.121 1.471 -2.867
C -0.712 0.909 -3.930
C -0.558 -0.548 -4.126
N 0.330 -1.196 -3.361
C 0.497 -2.494 -3.543
C -0.226 -3.243 -4.469
C -1.133 -2.588 -5.270
C -1.296 -1.211 -5.118
C -2.160 -0.437 -5.994
N -2.905 -0.961 -6.932
H -1.984 3.665 -5.429
H -0.794 4.701 -3.475
H 0.269 3.176 -1.808
H 1.261 -2.966 -2.935
H -0.055 -4.307 -4.565
H -1.710 -3.106 -6.025
O 0.320 1.297 1.002
As -0.484 2.207 2.110
C 0.682 2.788 3.525
C 1.905 3.344 3.162
C 2.791 3.752 4.146
C 2.464 3.586 5.486
C 1.248 3.021 5.845
C 0.350 2.624 4.864
C -1.262 3.740 1.242
C -2.089 3.491 0.148
C -2.591 4.550 -0.591
C -2.269 5.854 -0.236
C -1.449 6.101 0.856
C -0.939 5.043 1.597
C -1.913 1.164 2.875
C -1.569 -0.082 3.395
C -2.557 -0.935 3.857
C -3.889 -0.541 3.804
C -4.231 0.703 3.294
C -3.243 1.559 2.825
H 2.156 3.449 2.113
H 3.740 4.193 3.869
H 3.160 3.899 6.254
H 0.995 2.895 6.890
H -0.606 2.195 5.140
H -2.332 2.469 -0.115
H -3.229 4.360 -1.446
H -2.664 6.682 -0.811
H -1.208 7.119 1.132
H -0.293 5.228 2.447
H -0.523 -0.368 3.433
H -2.293 -1.906 4.257
H -4.662 -1.203 4.173
H -5.268 1.010 3.262
H -3.508 2.532 2.427
*
```

The LUMO energy is -2.45 eV. As for the frontier orbital gap: 8.1 eV. For the HOMO energy, the calculation gives -10.5 eV.

Record 7
Computed, not measured: 2 unconnected molecules or ions with the total composition C4H6N at a distorted geometry, with ωB97M-V/def2-TZVPD.

Geometry as ORCA input:
```
! wB97M-V def2-TZVPD RIJCOSX def2/J DEFGRID3
* xyz 1 1
C 0.748 -0.818 0.150
C -1.357 -1.360 0.008
C 1.723 0.311 -0.072
C 1.990 -1.206 -0.005
N -2.045 -0.101 -0.030
H 1.688 0.944 -0.934
H 2.143 0.727 0.995
H 2.817 -1.998 0.084
H -1.658 0.807 -0.329
H -2.460 -0.029 0.911
H -2.600 -0.219 -0.813
*
```

The LUMO energy (alpha / beta) is -6.75 / -6.84 eV. As for the frontier orbital gap (alpha / beta): 6.7 / 6.6 eV. For the HOMO energy (alpha / beta), the calculation gives -13.4 / -13.4 eV. As for the energy above the lowest of the compared OMol25 structures with the same formula, charge and spin: 209.5 kcal/mol.

Record 8
Computed, not measured: a molecular structure, C20H36AsCrN4O7P2S5, with ωB97M-V/def2-TZVPD.

Geometry as ORCA input:
```
! wB97M-V def2-TZVPD RIJCOSX def2/J DEFGRID3
* xyz -2 2
Cr -0.971 1.663 0.369
S -2.528 3.064 4.186
As -2.306 3.866 2.261
S -3.096 2.409 0.730
S -0.232 3.464 1.462
S -2.892 5.833 1.840
C -4.714 -0.779 0.013
C -4.290 -1.411 1.331
C -5.214 -0.968 2.454
C -4.241 -2.929 1.209
O -2.989 -0.938 1.769
P -1.637 -0.802 0.976
O -1.768 -0.377 -0.451
O -0.759 0.209 1.717
O -0.974 -2.253 1.036
C -0.460 -2.914 2.228
C -1.153 -2.457 3.507
C -0.700 -4.395 1.983
C 1.030 -2.620 2.307
H -5.740 -1.089 -0.200
H -4.067 -1.087 -0.805
H -4.678 0.307 0.087
H -6.242 -1.268 2.240
H -5.164 0.117 2.556
H -4.901 -1.413 3.400
H -5.225 -3.308 0.929
H -3.952 -3.383 2.159
H -3.522 -3.228 0.445
H -2.217 -2.688 3.489
H -1.041 -1.384 3.661
H -0.694 -2.979 4.349
H -1.769 -4.596 1.904
H -0.290 -4.982 2.807
H -0.220 -4.705 1.054
H 1.194 -1.554 2.462
H 1.521 -2.924 1.382
H 1.479 -3.170 3.136
C 3.945 -0.482 0.877
N 3.768 0.848 1.457
C 4.442 1.815 0.589
N 4.016 1.773 -0.803
C 4.188 0.412 -1.311
N 3.506 -0.606 -0.508
C 2.050 -0.467 -0.625
P 1.436 1.173 -0.014
C 2.347 1.186 1.598
C 2.632 2.226 -0.962
H 3.405 -1.206 1.490
H 5.012 -0.721 0.912
H 5.514 1.598 0.616
H 4.275 2.818 0.986
H 5.258 0.185 -1.304
H 3.830 0.360 -2.341
H 1.551 -1.253 -0.056
H 1.766 -0.588 -1.670
H 1.853 0.495 2.284
H 2.244 2.181 2.035
H 2.537 3.258 -0.609
H 2.371 2.213 -2.020
N -1.139 2.401 -1.613
C -0.280 2.047 -2.721
C 0.349 3.042 -3.452
C 1.259 2.701 -4.445
C 1.529 1.368 -4.712
C 0.863 0.376 -3.998
C -0.042 0.709 -3.002
S 2.727 0.905 -5.969
O 3.429 -0.226 -5.376
O 1.913 0.559 -7.125
O 3.543 2.097 -6.148
H -1.055 3.394 -1.397
H -2.123 2.244 -1.814
H 0.156 4.083 -3.215
H 1.795 3.459 -5.000
H 1.094 -0.660 -4.212
H -0.539 -0.046 -2.404
*
```

The LUMO energy (alpha / beta) is 3.73 / 3.73 eV. As for the frontier orbital gap (alpha / beta): 6.2 / 6.2 eV. For the HOMO energy (alpha / beta), the calculation gives -2.5 / -2.5 eV. The expectation value of S² is 0.846. As for the energy above the lowest of the compared OMol25 structures with the same formula, charge and spin: 0.0 kcal/mol.